The following is a quantum chemistry calculation of 2 unconnected molecules or ions with the total composition C14H20Br2FO4PS in a non-equilibrium geometry, from the Open Molecules 2025 dataset.

Cartesian coordinates (Å):
C (1.1418, -2.9113, 1.2478)
C (1.2073, -2.8316, -0.2673)
O (2.4034, -3.4070, -0.7880)
C (1.2123, -1.3996, -0.7660)
O (-0.1651, -0.9792, -0.8267)
C (-0.4366, 0.2187, -1.3767)
C (-1.3792, 0.3452, -2.3295)
C (-2.1576, -0.7939, -2.9033)
C (-3.5505, -0.9127, -2.2693)
C (-4.1212, -2.3047, -2.4111)
F (-3.4822, -0.5773, -0.9098)
C (-1.6763, 1.7046, -2.8376)
O (-2.0489, 1.9175, -3.9736)
C (-1.4696, 2.8155, -1.8658)
C (-0.5301, 2.6871, -0.9267)
P (-0.2916, 3.9838, 0.3123)
S (1.1382, 3.8233, 1.6097)
C (0.3044, 1.4428, -0.9340)
O (1.4817, 1.4590, -0.6825)
H (0.2940, -2.3255, 1.6078)
H (2.0506, -2.4729, 1.6659)
H (1.0392, -3.9386, 1.5930)
H (0.3289, -3.3322, -0.6893)
H (2.3964, -4.3489, -0.5907)
H (1.7742, -0.7584, -0.0870)
H (1.6555, -1.3546, -1.7613)
H (-2.3089, -0.6142, -3.9689)
H (-1.6208, -1.7335, -2.7719)
H (-4.2284, -0.1958, -2.7419)
H (-5.1500, -2.3370, -2.0546)
H (-4.1217, -2.5799, -3.4665)
H (-3.5153, -3.0183, -1.8533)
H (-2.0941, 3.6983, -1.9533)
H (-1.5651, 4.0230, 0.8934)
H (-0.2499, 5.1556, -0.4566)
Br (2.5840, 0.7626, 3.0187)
C (2.7174, 1.5550, 4.7842)
C (4.1462, 1.6860, 5.2384)
Br (4.9073, -0.0256, 5.7625)
H (2.1300, 0.9348, 5.4531)
H (2.2571, 2.5375, 4.6976)
H (4.2069, 2.3186, 6.1207)
H (4.7865, 2.0839, 4.4583)

Cartesian forces (eV/Å) of the 6 atoms listed first:
C 0.11 0.32 -0.12
C -0.03 -0.15 0.00
O -0.08 -0.09 0.04
C 0.08 -0.01 0.23
O 0.07 0.07 -0.09
C -0.37 -0.21 -0.34

Results
- Gap between HOMO and LUMO: 7.4 eV
- SMILES: C[C@H](O)COC1=C(C[C@@H](C)F)C(=O)C=C([PH2]=S)C1=O.BrCCBr
- Electronic energy: -6833.806706 hartree
- Spin multiplicity: 1
- LUMO energy: -0.051 hartree
- HOMO level: -8.841 eV